A 8-piece molecular cluster, C18H37ClN5O13 overall in a non-equilibrium geometry, computed with ωB97M-V/def2-TZVPD.

Structure (ORCA input):
```
! wB97M-V def2-TZVPD RIJCOSX def2/J DEFGRID3
* xyz -1 1
Cl 1.2865 0.9286 -0.3217
O 2.6401 0.7204 -0.6103
O 0.6486 0.7982 -1.5887
O 0.7255 -0.0370 0.5724
O 1.0137 2.2007 0.3404
O 2.3683 -1.4440 -7.5840
C 1.3830 -0.7462 -7.7829
N 0.3115 -1.2561 -8.3655
C 1.3636 0.6975 -7.3763
H -0.5470 -0.7637 -8.5673
H 0.3817 -2.2421 -8.5726
H 0.3712 1.1024 -7.5744
H 2.1895 1.2517 -7.8222
H 1.5251 0.8326 -6.3068
O -5.7053 2.6138 4.4506
C -4.4434 2.6510 4.2167
N -3.9753 3.7839 3.7333
C -3.5590 1.5369 4.4939
H -3.0890 3.7388 3.2511
H -4.7297 4.4527 3.6731
H -3.1369 1.7819 5.4685
H -2.7294 1.5249 3.7869
H -4.0827 0.5844 4.5756
O 1.8522 6.5680 -5.2953
C 1.7711 5.6337 -4.5280
N 0.6367 4.9875 -4.4091
C 3.0306 5.1844 -3.7657
H 0.4554 4.2926 -3.6989
H -0.1669 5.3978 -4.8629
H 3.9032 5.7823 -4.0288
H 3.0187 4.1150 -3.9759
H 2.7663 5.3651 -2.7237
O 6.4039 -3.8033 -3.6984
C 5.6231 -3.3870 -2.8862
N 4.6898 -2.6301 -3.2942
C 5.8795 -3.5180 -1.4269
H 4.5179 -2.5208 -4.2834
H 3.9926 -2.2699 -2.6584
H 5.7563 -4.5611 -1.1356
H 5.2899 -2.8566 -0.7920
H 6.9183 -3.2833 -1.1950
O -1.9486 -6.9985 1.2584
C -1.1838 -6.0228 1.2816
N -1.3239 -5.0831 2.2274
C -0.0390 -5.9406 0.2777
H -2.0920 -5.0287 2.8809
H -0.7325 -4.2645 2.2107
H 0.9315 -6.2064 0.6967
H 0.1100 -4.8955 0.0063
H -0.0983 -6.5604 -0.6170
O -8.4720 -0.8487 -0.1716
C -7.3265 -1.2268 -0.2489
O -6.9462 -2.3889 -0.8797
C -5.5668 -2.6251 -0.6569
C -4.9694 -1.2365 -0.3913
C -6.1168 -0.5293 0.2535
H -5.0689 -3.0333 -1.5364
H -5.4249 -3.3166 0.1736
H -4.6572 -0.7530 -1.3170
H -4.1095 -1.0650 0.2562
H -6.1285 0.5431 0.0592
H -6.2179 -0.6326 1.3339
O 4.0657 0.3195 8.4683
C 3.4637 1.1060 7.7704
O 3.5979 1.1993 6.4970
C 2.7956 2.1688 5.8556
C 1.8491 2.7434 6.8976
C 2.3516 2.0903 8.1917
H 2.2466 1.6644 5.0604
H 3.4965 2.8839 5.4250
H 0.8040 2.4465 6.8100
H 1.8891 3.8293 6.8120
H 1.5666 1.6169 8.7814
H 2.7057 2.8374 8.9021
*
```

Its total energy is -2420.05221 Ha. The value obtained for the LUMO energy is 0.065 Eh.



A 3-piece molecular cluster, C18H37FN3O2 overall, computed with ωB97M-V/def2-TZVPD.

Structure (ORCA input):
```
! wB97M-V def2-TZVPD RIJCOSX def2/J DEFGRID3
* xyz -1 3
N -3.0935 2.3431 -3.4123
F -2.1610 3.0711 -4.1068
H -3.3789 1.6672 -4.1363
C -3.7147 -2.5799 0.5909
C -3.8943 -2.3935 -0.9245
C -3.4723 -3.6400 -1.7209
C -1.9658 -3.8621 -1.7584
C -1.2583 -2.6285 -2.3089
C -1.5804 -1.3594 -1.5078
N -3.0835 -1.2401 -1.4420
O -3.6211 -0.6122 -2.4157
C -0.8989 -1.4128 -0.1397
C -1.0555 -0.1234 -2.2221
C -5.3670 -2.1023 -1.1947
H -4.5389 -2.1019 1.1212
H -3.7217 -3.6407 0.8473
H -2.7985 -2.1500 0.9739
H -3.8377 -3.5221 -2.7461
H -3.9862 -4.5047 -1.2913
H -1.5893 -4.1081 -0.7617
H -1.7452 -4.7235 -2.3928
H -0.1738 -2.7625 -2.2991
H -1.5616 -2.4735 -3.3497
H -1.2643 -0.6268 0.5220
H 0.1686 -1.2364 -0.2755
H -0.9906 -2.3691 0.3712
H -1.4126 -0.0570 -3.2470
H 0.0348 -0.1652 -2.2362
H -1.3515 0.7849 -1.6969
H -5.6556 -1.1503 -0.7497
H -5.9558 -2.8979 -0.7305
H -5.5881 -2.0653 -2.2577
C 4.9803 2.2853 1.0505
C 3.8390 1.2414 0.9810
C 2.8448 1.5814 -0.1441
C 1.9155 2.7390 0.2024
C 1.2099 2.4522 1.5266
C 2.2022 2.1480 2.6584
N 3.1682 1.0691 2.2964
O 2.4225 -0.1354 2.2271
C 2.8766 3.4615 3.0926
C 1.4314 1.6445 3.8796
C 4.4984 -0.0929 0.6277
H 5.9313 1.7755 1.2210
H 5.0696 2.8457 0.1145
H 4.8598 2.9918 1.8608
H 2.2347 0.6930 -0.3349
H 3.3926 1.7961 -1.0699
H 2.4738 3.6815 0.2546
H 1.1724 2.8687 -0.5918
H 0.5738 3.3004 1.8097
H 0.5541 1.5873 1.3922
H 3.6984 3.2449 3.7788
H 2.1409 4.0800 3.6151
H 3.2596 4.0550 2.2640
H 0.8688 0.7536 3.6184
H 0.7627 2.4336 4.2453
H 2.1349 1.3751 4.6713
H 5.1347 -0.4144 1.4549
H 5.1167 0.0398 -0.2706
H 3.7455 -0.8585 0.4663
*
```

Its total energy is -1122.43086 Ha. Its expectation value of S² is 2.0079. The value obtained for the LUMO energy (spin up / spin down) is 0.093 / 0.057 Eh.



C18H38BeCl2N2O10 as an isolated structure in a non-equilibrium geometry, computed with ωB97M-V/def2-TZVPD.

Structure (ORCA input):
```
! wB97M-V def2-TZVPD RIJCOSX def2/J DEFGRID3
* xyz 0 1
Be -27.1229 -7.7208 0.6360
Cl -29.6385 -9.8897 0.7970
O -28.7990 -9.3202 1.8304
O -30.9622 -9.4172 0.9864
O -29.0853 -9.3971 -0.4413
O -29.6427 -11.3211 0.8872
Cl -24.8278 -7.5368 2.8133
O -24.8151 -8.5071 1.7338
O -26.0606 -7.7642 3.5074
O -23.6296 -7.5937 3.6224
O -24.9586 -6.2690 2.1046
C -25.2882 -10.9995 -3.0698
C -25.1946 -10.4038 -1.6329
C -23.7734 -10.5891 -1.1132
C -22.6964 -9.6618 -1.7627
C -23.1871 -8.2448 -1.6718
C -24.6370 -7.9949 -2.1553
N -25.5469 -8.9689 -1.4937
O -26.8345 -8.8022 -1.9865
C -25.0074 -6.5763 -1.6378
C -24.6808 -8.0164 -3.6920
C -26.0626 -11.1676 -0.6537
H -25.8260 -10.3203 -3.7264
H -25.7283 -11.9980 -3.0772
H -24.3256 -11.2891 -3.4943
H -23.7161 -10.4678 -0.0276
H -23.4378 -11.6288 -1.1439
H -22.4772 -9.9019 -2.8060
H -21.7230 -9.7094 -1.2729
H -22.4929 -7.6601 -2.2811
H -23.1911 -7.8300 -0.6630
H -24.6950 -6.4070 -0.6057
H -24.5993 -5.8121 -2.2968
H -26.0999 -6.4942 -1.6637
H -24.0486 -8.7803 -4.1458
H -25.6873 -8.0540 -4.1087
H -24.1874 -7.1223 -4.0771
H -26.9574 -11.4904 -1.1972
H -26.4967 -10.6506 0.2034
H -25.7058 -12.1264 -0.2761
H -26.7861 -9.0696 -2.9169
C -29.7966 -3.4077 -0.7920
C -28.4689 -3.7696 -0.1076
C -27.9619 -2.5423 0.7161
C -28.6777 -2.2562 2.0475
C -28.7579 -3.5325 2.9355
C -29.2182 -4.8249 2.1701
N -28.5862 -4.9049 0.8303
O -29.1079 -6.0457 0.1344
C -28.7121 -6.0592 2.9865
C -30.7812 -4.9001 2.1406
C -27.4370 -3.9914 -1.2019
H -29.6457 -2.5802 -1.4865
H -30.5830 -3.0471 -0.1257
H -30.2777 -4.1898 -1.3838
H -26.8825 -2.4166 0.8278
H -28.1308 -1.5821 0.2150
H -29.7258 -2.0142 1.8684
H -28.1791 -1.5598 2.7188
H -29.5725 -3.3941 3.6480
H -27.8421 -3.7098 3.4977
H -28.7596 -6.9964 2.4265
H -27.6391 -6.0745 3.2163
H -29.0703 -6.0041 4.0146
H -31.2835 -4.0647 1.6488
H -31.1277 -5.8477 1.7264
H -31.1923 -4.8295 3.1482
H -27.2992 -3.0787 -1.7851
H -27.6564 -4.8058 -1.8891
H -26.4725 -4.0264 -0.6890
H -30.0288 -5.7597 0.0349
*
```

Its total energy is -2504.88129 Ha. Its energy above the lowest of the compared OMol25 structures with the same formula, charge and spin is 0.0 kcal per mole. The value obtained for the LUMO energy is -0.139 Eh.



C18H38Br2FN5O10S2 as an isolated structure in a non-equilibrium geometry, computed with ωB97M-V/def2-TZVPD.

Structure (ORCA input):
```
! wB97M-V def2-TZVPD RIJCOSX def2/J DEFGRID3
* xyz 0 1
C -0.8723 4.5039 0.9276
C -0.9261 4.9148 -0.6889
Br -2.1064 6.4196 -1.2737
C -0.0694 4.0690 -1.6021
Br -0.0817 4.4484 -3.5809
O 0.7206 2.9776 -0.9695
S 2.2501 2.8352 -1.7057
O 2.1122 1.6222 -2.6943
O 3.4301 2.5363 -0.5102
S 2.9762 1.2820 0.5513
O 2.4132 1.7981 1.9322
O 4.3102 0.5285 0.9315
F 1.9323 0.1007 -0.1232
H -0.7884 3.3159 0.9450
H -1.8684 4.7441 1.4947
H 0.0930 4.9620 1.4060
C 6.3314 -2.6354 0.1539
C 6.6514 -3.5268 -1.0130
O 7.7467 -4.0706 -1.1388
N 5.6835 -3.7270 -1.9524
C 4.3459 -3.1856 -1.9880
H 7.2004 -2.5738 0.8150
H 6.0934 -1.6281 -0.1984
H 5.4937 -3.0486 0.7223
H 5.9750 -4.3385 -2.7060
H 3.6421 -4.0214 -1.9991
H 4.2368 -2.6126 -2.9121
H 4.1340 -2.5422 -1.1334
C 0.9322 -3.4640 4.1489
C 0.3979 -3.2047 2.7683
O -0.7643 -3.4593 2.4589
N 1.2441 -2.6696 1.8424
C 2.6307 -2.3028 2.0042
H 0.1412 -3.8907 4.7720
H 1.7586 -4.1785 4.1027
H 1.2632 -2.5269 4.6046
H 0.8106 -2.5247 0.9380
H 2.7278 -1.2375 1.7810
H 3.2191 -2.8755 1.2832
H 2.9986 -2.4987 3.0120
C -5.1497 1.5380 1.4136
C -3.8007 2.1842 1.2679
O -3.6729 3.3835 1.0301
N -2.6943 1.3992 1.4073
C -2.6308 -0.0158 1.6850
H -5.9314 2.2904 1.2762
H -5.2783 0.7636 0.6526
H -5.2541 1.1103 2.4145
H -1.8246 1.9070 1.2954
H -2.0695 -0.1544 2.6123
H -2.0934 -0.4983 0.8649
H -3.6192 -0.4651 1.7870
C 3.2022 -4.2539 -6.9255
C 3.8226 -3.5109 -5.7757
O 3.6317 -3.8390 -4.6065
N 4.6198 -2.4411 -6.0580
C 4.9662 -1.9001 -7.3505
H 2.5955 -5.0789 -6.5418
H 2.5534 -3.5850 -7.4973
H 3.9832 -4.6692 -7.5681
H 4.9998 -1.9940 -5.2319
H 6.0537 -1.9343 -7.4520
H 4.6356 -0.8590 -7.3817
H 4.5064 -2.4529 -8.1704
C -9.9990 2.9646 4.0276
C -8.6655 2.8204 3.3496
O -8.4084 1.8742 2.6081
N -7.7230 3.7796 3.5760
C -7.8264 4.9573 4.4042
H -10.6422 2.1248 3.7499
H -9.8701 2.9566 5.1132
H -10.4836 3.8912 3.7079
H -6.8528 3.6120 3.0847
H -7.6535 5.8321 3.7726
H -7.0451 4.9051 5.1664
H -8.8007 5.0431 4.8866
*
```

Its total energy is -7778.88068 Ha. Its energy above the lowest of the compared OMol25 structures with the same formula, charge and spin is 124.1 kcal per mole. The value obtained for the LUMO energy is -0.103 Eh.



A 4-piece molecular cluster, C18H38Br6FNPS3 overall, computed with ωB97M-V/def2-TZVPD.

Structure (ORCA input):
```
! wB97M-V def2-TZVPD RIJCOSX def2/J DEFGRID3
* xyz 1 1
C -0.9442 1.6832 1.0389
C -1.0983 1.5392 -0.4865
N -0.5038 2.6697 -1.1984
C -1.0559 2.8880 -2.5490
C -0.8312 4.3171 -3.0478
C 0.9176 2.6777 -1.2160
S 1.7915 3.9297 -0.7096
S 1.7770 1.2431 -1.9688
C 2.4395 0.4607 -0.4684
C 3.3185 -0.7420 -0.8442
C 2.6317 -2.0185 -1.3958
S 0.8339 -2.0258 -1.2634
C 0.3809 -3.4828 -2.3094
C -1.1046 -3.4448 -2.6488
F 1.1504 -3.3751 -3.4467
P 0.5246 -2.5127 0.8243
C -1.2937 -2.6914 0.8376
C 1.1226 -4.2481 0.9513
H -1.8933 1.4868 1.5386
H -0.6185 2.7015 1.2754
H -0.1940 1.0014 1.4506
H -2.1653 1.5426 -0.7446
H -0.6721 0.5884 -0.8441
H -2.1310 2.6874 -2.4672
H -0.6286 2.1578 -3.2594
H -0.8061 4.9962 -2.1855
H 0.1211 4.4247 -3.5771
H -1.6422 4.6253 -3.7112
H 1.6437 0.1775 0.2264
H 3.0620 1.2071 0.0396
H 3.8795 -1.0347 0.0524
H 4.0602 -0.4260 -1.5854
H 2.8203 -2.1504 -2.4654
H 3.0053 -2.9126 -0.8879
H 0.6904 -4.3975 -1.7989
H -1.5994 -4.3636 -2.3175
H -1.1938 -3.3786 -3.7362
H -1.6188 -2.5889 -2.2072
H -1.5131 -3.3323 1.7023
H -1.7484 -1.7079 1.0082
H -1.7315 -3.1563 -0.0463
H 1.6694 -4.5616 0.0569
H 0.2692 -4.9183 1.0929
H 1.7755 -4.3061 1.8253
Br 4.1392 6.4041 0.9106
C 2.4337 7.3368 0.8640
C 1.8542 7.5278 2.2402
Br 1.1332 5.8677 2.9557
H 1.7753 6.7474 0.2327
H 2.6316 8.2970 0.3939
H 1.0189 8.2229 2.2047
H 2.5934 7.8781 2.9530
Br 3.2201 -7.1078 2.4859
C 2.0179 -8.5547 2.9847
C 0.7057 -8.4630 2.2537
Br -0.4113 -7.0314 2.9572
H 1.8951 -8.4981 4.0612
H 2.5337 -9.4746 2.7212
H 0.1284 -9.3757 2.3775
H 0.8448 -8.2598 1.1969
Br -4.9565 1.1765 1.1259
C -5.6392 2.9824 1.4033
C -4.9866 3.9840 0.4885
Br -3.1777 4.4443 1.0363
H -5.4814 3.2139 2.4514
H -6.7045 2.9185 1.1959
H -5.5435 4.9179 0.5026
H -4.9217 3.6163 -0.5307
*
```

Its total energy is -17842.98760 Ha. The value obtained for the LUMO energy is -0.104 Eh.



C18H38FeOP2 as an isolated structure in a non-equilibrium geometry, computed with ωB97M-V/def2-TZVPD.

Structure (ORCA input):
```
! wB97M-V def2-TZVPD RIJCOSX def2/J DEFGRID3
* xyz 0 5
P 0.7161 -2.0504 1.1232
P 0.3016 1.8994 1.7448
C 0.8518 -0.5246 0.0828
C 1.3115 0.8180 0.6731
H -0.1328 -0.3845 -0.4807
H 1.6059 -0.8134 -0.6656
H 2.2477 0.6861 1.2363
H 1.5327 1.4588 -0.2026
C -1.3272 2.0316 0.9819
H -2.0258 2.4974 1.6973
H -1.7022 1.0328 0.7037
H -1.2614 2.6640 0.0814
C 1.0428 3.4808 2.0260
H 0.4069 4.2685 1.6053
H 2.0297 3.5161 1.5500
H 1.1710 3.6679 3.0970
C -0.5647 -2.9172 0.1820
H -0.9861 -3.7255 0.7861
H -0.1172 -3.3287 -0.7334
H -1.3686 -2.2152 -0.0865
C 2.1391 -3.1640 1.0895
H 3.0926 -2.6277 1.2378
H 2.1694 -3.6999 0.1270
H 1.9989 -3.9105 1.8903
Fe -0.4947 -0.6551 -2.4790
C 0.2269 0.8875 -3.3143
C -1.2162 0.9536 -3.1642
C -2.1985 0.4433 -4.1788
C -1.8321 -0.9598 -4.7724
C -1.0039 -1.8302 -3.8520
C 0.4360 -1.8225 -3.6802
C 1.3844 -1.0267 -4.5494
C 0.9821 0.4705 -4.5547
C 0.1478 -1.8232 2.7963
H 0.8144 1.5420 -2.6600
H -1.6203 1.6840 -2.4403
H -2.3117 1.1633 -5.0115
H -3.1956 0.3791 -3.7162
H -2.7866 -1.4923 -4.9566
H -1.3561 -0.8136 -5.7607
H -1.5355 -2.7338 -3.5017
H 0.9085 -2.7139 -3.2549
H 1.4127 -1.4048 -5.5875
H 2.4100 -1.1150 -4.1586
H 1.8977 1.0824 -4.6116
H 0.3901 0.6996 -5.4494
H 1.0026 -1.6452 3.4653
H -0.3561 -2.7501 3.1156
H -0.5500 -0.9794 2.8771
C -1.6230 0.9364 4.8004
C -0.4200 1.7588 4.4127
C 0.7107 1.7429 5.4119
O 0.1537 1.1561 3.1317
H -1.3864 -0.1323 4.8718
H -2.4457 1.0638 4.0846
H -1.9669 1.2604 5.7896
H -0.7005 2.7952 4.1757
H 1.1332 0.7316 5.4982
H 1.5054 2.4233 5.0805
H 0.3517 2.0640 6.3960
*
```

Its total energy is -2729.93737 Ha. Its expectation value of S² is 6.1032. The value obtained for the LUMO energy (spin up / spin down) is -0.001 / -0.008 Eh.



C18H38LiN4O7 as an isolated structure in a non-equilibrium geometry, computed with ωB97M-V/def2-TZVPD.

Structure (ORCA input):
```
! wB97M-V def2-TZVPD RIJCOSX def2/J DEFGRID3
* xyz -2 2
Li -0.2717 -0.3894 0.9032
C -2.1168 -4.4979 0.6843
C -1.2106 -3.5123 1.4738
C -0.3113 -4.3349 2.4507
C 0.8716 -5.1124 1.8536
C 1.7825 -4.1001 1.0374
C 0.9360 -3.2861 0.0062
N -0.3697 -2.7783 0.5599
O -1.0341 -1.8304 -0.2932
C 0.7118 -4.1583 -1.2605
C 1.8598 -2.1283 -0.4863
C -2.0510 -2.5396 2.4341
H -2.3966 -4.1992 -0.3259
H -3.0703 -4.8198 1.1031
H -1.4519 -5.3465 0.5233
H -1.0195 -4.9837 2.9661
H 0.0335 -3.7132 3.2770
H 0.5272 -5.8848 1.1659
H 1.4655 -5.5315 2.6658
H 2.5573 -4.6603 0.5140
H 2.2129 -3.3738 1.7269
H 0.1982 -3.5571 -2.0107
H 0.0394 -4.9631 -0.9635
H 1.5946 -4.6815 -1.6281
H 1.3391 -1.3608 -1.0590
H 2.6768 -2.4427 -1.1357
H 2.2897 -1.6742 0.4065
H -2.8959 -1.9732 2.0424
H -1.5111 -1.6892 2.8503
H -2.4551 -3.1338 3.2537
C -0.0676 1.1320 -4.1532
C 0.2588 0.6324 -2.7030
C -0.4348 1.6490 -1.8298
C 0.2494 3.0983 -1.9854
N -0.2111 4.1423 -0.8281
C 0.6075 5.4305 -1.1636
C 1.9032 5.3654 -0.3775
C 1.5258 4.6411 0.8900
C 0.2649 3.8361 0.6469
C -1.6749 4.3344 -1.0545
H 0.5235 0.4941 -4.8102
H 0.2367 2.1024 -4.5454
H -1.1172 1.0277 -4.4284
H 1.3391 0.6187 -2.5587
H -0.1892 -0.3538 -2.5810
H -0.4224 1.3661 -0.7772
H -1.5082 1.7137 -2.0078
H -0.0364 3.4351 -2.9819
H 1.3323 3.0130 -1.8945
H -0.1862 6.1539 -0.9769
H 0.7627 5.5986 -2.2293
H 2.4574 6.2922 -0.2291
H 2.6118 4.6752 -0.8354
H 1.5931 5.2410 1.7976
H 2.2359 3.8170 0.9585
H -0.6613 4.0527 1.1791
H 0.2928 2.7503 0.7384
H -2.1077 5.0758 -0.3829
H -2.2793 3.4303 -0.9810
H -1.8159 4.4726 -2.1264
N -2.6998 1.6665 1.8945
O -1.9856 0.8095 1.4088
O -2.3712 2.3416 2.8511
O -3.6797 1.9870 1.2331
N 1.5859 0.1810 2.5557
O 2.6442 0.3282 3.0846
O 0.7676 -0.6386 2.9754
O 1.3255 0.7431 1.4923
*
```

Its total energy is -1461.52771 Ha. Its expectation value of S² is 0.7505. The value obtained for the LUMO energy (spin up / spin down) is 0.170 / 0.170 Eh.